#1
{
  "formula": "C19H22N2O5S",
  "method": "the ωB97M-V functional and the def2-TZVPD basis",
  "species": ["C", "C", "C", "C", "N", "C", "O", "C", "C", "C", "C", "C", "C", "N", "S", "O", "O", "C", "C", "C", "C", "C", "C", "O", "C", "C", "O", "H", "H", "H", "H", "H", "H", "H", "H", "H", "H", "H", "H", "H", "H", "H", "H", "H", "H", "H", "H", "H", "H"],
  "positions_angstrom": [[0.1251, 0.0401, 7.1610], [0.1080, -0.7404, 5.8523], [-0.7362, -0.0363, 4.7913], [-0.8650, -0.8442, 3.4980], [0.3978, -0.9831, 2.8122], [0.6538, -0.4054, 1.6213], [-0.2077, 0.2351, 1.0215], [2.0117, -0.6526, 1.0742], [3.1052, -0.9039, 1.9033], [4.3388, -1.2289, 1.3781], [4.4968, -1.3252, 0.0019], [3.4434, -1.0417, -0.8406], [2.2023, -0.6725, -0.3211], [1.1818, -0.3044, -1.1841], [0.7322, -1.3304, -2.4467], [0.2524, -2.5677, -1.8977], [1.8012, -1.3958, -3.3969], [-0.6255, -0.3796, -3.0990], [-1.8700, -0.4831, -2.5053], [-2.9055, 0.2998, -2.9759], [-2.6974, 1.1739, -4.0392], [-1.4399, 1.2381, -4.6590], [-0.3982, 0.4622, -4.1658], [-1.2061, 2.0388, -5.7411], [-2.3858, 2.5079, -6.3590], [-3.3658, 3.0108, -5.3013], [-3.7428, 1.9517, -4.4462], [0.5341, 1.0359, 7.0052], [0.7348, -0.4694, 7.9033], [-0.8828, 0.1430, 7.5568], [-0.2966, -1.7396, 6.0319], [1.1338, -0.8537, 5.4947], [-0.2976, 0.9362, 4.5597], [-1.7390, 0.1341, 5.1876], [-1.2670, -1.8391, 3.7173], [-1.5372, -0.3325, 2.8053], [1.1017, -1.5577, 3.2442], [2.9998, -0.8168, 2.9760], [5.1743, -1.4129, 2.0364], [5.4542, -1.6035, -0.4122], [3.5514, -1.0935, -1.9114], [0.3659, 0.0104, -0.6496], [-2.0092, -1.1711, -1.6880], [-3.8878, 0.2626, -2.5337], [0.5763, 0.5056, -4.6221], [-2.0833, 3.3084, -7.0351], [-2.8554, 1.6971, -6.9320], [-4.2854, 3.3842, -5.7537], [-2.8898, 3.8092, -4.7168]],
  "lumo_energy_ev": 0.760,
  "multiplicity": 1,
  "smiles": "CCCCNC(=O)c1ccccc1NS(=O)(=O)c1ccc2c(c1)OCCO2"
}

=====

#2
{
  "formula": "C19H22N2O5S",
  "method": "the ωB97M-V functional and the def2-TZVPD basis",
  "species": ["C", "O", "C", "O", "C", "C", "C", "C", "O", "C", "C", "C", "C", "S", "O", "O", "N", "C", "C", "C", "C", "C", "C", "C", "N", "C", "C", "H", "H", "H", "H", "H", "H", "H", "H", "H", "H", "H", "H", "H", "H", "H", "H", "H", "H", "H", "H", "H", "H"],
  "positions_angstrom": [[-8.9815, -0.5402, 0.6574], [-7.7131, -0.0608, 0.2394], [-6.6935, -0.9277, 0.3587], [-6.8296, -2.0472, 0.7901], [-5.4060, -0.3573, -0.0927], [-4.2822, -1.1803, -0.0961], [-3.0548, -0.6972, -0.4992], [-2.9356, 0.6327, -0.9014], [-1.7681, 1.1963, -1.3167], [-0.5811, 0.5047, -1.1322], [0.1356, 0.1209, -2.2530], [1.3543, -0.5254, -2.1205], [1.8270, -0.7838, -0.8499], [3.3806, -1.6343, -0.6025], [3.9656, -1.9401, -1.8793], [3.1799, -2.7097, 0.3247], [4.2468, -0.4389, 0.1977], [4.6512, 0.6333, -0.6853], [5.1399, 1.8166, 0.1460], [6.2877, 1.3786, 1.0522], [5.8383, 0.2006, 1.9131], [5.3379, -0.9283, 1.0173], [1.1323, -0.4058, 0.2779], [-0.0900, 0.2587, 0.1672], [-0.7470, 0.7123, 1.2809], [-4.0620, 1.4589, -0.9095], [-5.2852, 0.9674, -0.5120], [-8.9819, -0.7226, 1.7342], [-9.7000, 0.2345, 0.4018], [-9.2223, -1.4741, 0.1454], [-4.3918, -2.2064, 0.2198], [-2.1907, -1.3454, -0.5156], [-0.2780, 0.3360, -3.2259], [1.9309, -0.8407, -2.9738], [3.7798, 0.9094, -1.2833], [5.4433, 0.2919, -1.3679], [4.3125, 2.1819, 0.7565], [5.4609, 2.6193, -0.5192], [6.6052, 2.2094, 1.6849], [7.1393, 1.0756, 0.4388], [5.0282, 0.5182, 2.5711], [6.6630, -0.1625, 2.5276], [4.9449, -1.7622, 1.5996], [6.1607, -1.2981, 0.3866], [1.5479, -0.6338, 1.2461], [-0.4816, 0.3074, 2.1622], [-1.7150, 0.9729, 1.1913], [-3.9474, 2.4807, -1.2351], [-6.1550, 1.6045, -0.5177]],
  "lumo_energy_ev": 0.465,
  "multiplicity": 1,
  "smiles": "COC(=O)c1ccc(Oc2ccc(S(=O)(=O)N3CCCCC3)cc2N)cc1"
}

=====

Taking the most stable structure as the zero point, the relative energies in kcal/mol are #1 4.7; #2 0.0.

=====

#1
{
  "formula": "C2H12O3",
  "method": "the ωB97M-V functional and the def2-TZVPD basis",
  "species": ["C", "C", "H", "H", "H", "H", "H", "H", "O", "H", "H", "O", "H", "H", "O", "H", "H"],
  "positions_angstrom": [[0.3133, 0.9518, -1.2973], [-0.8471, 0.0955, -1.8389], [0.8554, 1.2380, -2.2029], [0.0478, 1.8708, -0.7889], [0.8017, 0.3524, -0.5279], [-1.4687, 0.6860, -2.5205], [-1.5094, -0.2605, -1.0542], [-0.5141, -0.7872, -2.3740], [-1.0153, -0.5481, 2.0079], [-1.3736, -0.8862, 2.8383], [-0.6203, -1.3299, 1.5883], [0.7302, -2.1633, 0.6294], [0.6545, -2.1139, -0.3257], [1.6801, -2.1492, 0.7937], [0.6845, 1.9566, 1.4272], [0.0434, 1.3838, 1.8575], [1.5376, 1.7033, 1.7881]],
  "lumo_energy_ev": 0.488,
  "multiplicity": 1,
  "smiles": "CC.O.O.O"
}

=====

#2
{
  "formula": "C2H12O3",
  "method": "the ωB97M-V functional and the def2-TZVPD basis",
  "species": ["C", "C", "H", "H", "H", "H", "H", "H", "O", "H", "H", "O", "H", "H", "O", "H", "H"],
  "positions_angstrom": [[1.9855, -0.6110, -0.7544], [1.2706, -0.7767, 0.6211], [2.9027, -0.0598, -0.5694], [1.3301, -0.1557, -1.4857], [2.3162, -1.5888, -1.1080], [1.9473, -0.5070, 1.4290], [0.4119, -0.1077, 0.6730], [0.8741, -1.7784, 0.7427], [-0.7378, 0.7502, -2.4248], [-0.4205, -0.1531, -2.4970], [-0.8665, 0.9645, -1.4879], [-1.7571, 1.6730, 0.1022], [-2.7187, 1.6562, -0.0253], [-1.6191, 2.5331, 0.5302], [-1.6368, -0.4319, 2.4452], [-1.9996, -0.1123, 1.6103], [-1.2825, -1.2945, 2.1989]],
  "lumo_energy_ev": 0.380,
  "multiplicity": 1,
  "smiles": "CC.O.O.O"
}

=====

Taking the most stable structure as the zero point, the relative energies in kcal/mol are #1 0.0; #2 1.4.

=====

#1
{
  "formula": "C2H9NO2",
  "method": "the ωB97M-V functional and the def2-TZVPD basis",
  "species": ["N", "C", "C", "O", "H", "H", "H", "H", "H", "H", "H", "O", "H", "H"],
  "positions_angstrom": [[1.1711, -0.7621, 0.4733], [0.5362, -0.5502, -0.8488], [-0.9445, -0.2238, -0.6938], [-1.7068, -0.5432, -1.8570], [2.1499, -0.5490, 0.3724], [0.9769, -1.7020, 0.7660], [0.6297, -1.4883, -1.4149], [0.9539, 0.2987, -1.3510], [-1.1191, 0.8368, -0.4469], [-1.3732, -0.7609, 0.1580], [-1.0952, -0.7973, -2.5583], [0.2092, 2.3435, 2.3956], [-0.7100, 2.3713, 2.1064], [0.3219, 1.5262, 2.8990]],
  "lumo_energy_ev": 0.908,
  "multiplicity": 1,
  "smiles": "NCCO.O"
}

=====

#2
{
  "formula": "C2H9NO2",
  "method": "the ωB97M-V functional and the def2-TZVPD basis",
  "species": ["C", "N", "C", "H", "H", "H", "H", "H", "O", "H", "H", "O", "H", "H"],
  "positions_angstrom": [[-1.2009, 0.8450, 1.0365], [-0.8495, -0.2904, 0.6234], [-1.5616, -1.4456, 1.1741], [-0.5530, 1.6691, 0.7146], [-2.1090, 1.2317, 1.4824], [-1.4144, -2.3127, 0.5450], [-2.6331, -1.2133, 1.2478], [-1.2483, -1.6407, 2.1949], [0.9997, 0.5674, -2.8807], [1.8122, 1.0367, -2.7255], [0.5911, 0.5765, -2.0084], [2.6245, 0.6294, -0.7025], [3.3823, 0.5545, -0.1124], [2.1599, -0.2076, -0.5891]],
  "lumo_energy_ev": 0.793,
  "multiplicity": 1,
  "smiles": "C=NC.O.O"
}

=====

#3
{
  "formula": "C2H9NO2",
  "method": "the ωB97M-V functional and the def2-TZVPD basis",
  "species": ["C", "N", "C", "O", "H", "H", "H", "H", "H", "H", "H", "O", "H", "H"],
  "positions_angstrom": [[1.4488, -0.1673, -1.1783], [0.7832, -0.8349, 0.0316], [-0.6557, -1.1363, 0.0640], [-1.3405, -0.1626, 0.8278], [0.8127, 0.7201, -1.5748], [1.6748, -0.9619, -1.8910], [2.4298, 0.1094, -0.8669], [1.0380, -0.1998, 0.7745], [-1.3347, -1.0230, -0.8496], [-0.7203, -2.2203, 0.5699], [-1.2976, -0.3688, 1.8156], [-0.8353, 2.5138, 0.8410], [-1.5885, 1.9973, 0.9978], [-0.4147, 1.7342, 0.4382]],
  "lumo_energy_ev": 0.708,
  "multiplicity": 1,
  "smiles": "CNCO.O"
}

=====

Taking the most stable structure as the zero point, the relative energies in kcal/mol are #1 0.0; #2 11.6; #3 23.2.

=====

#1
{
  "formula": "C24H31N3O3",
  "method": "the ωB97M-V functional and the def2-TZVPD basis",
  "species": ["C", "O", "C", "C", "C", "N", "C", "O", "C", "C", "C", "C", "O", "C", "C", "C", "N", "C", "C", "C", "C", "C", "C", "N", "C", "C", "C", "C", "C", "C", "H", "H", "H", "H", "H", "H", "H", "H", "H", "H", "H", "H", "H", "H", "H", "H", "H", "H", "H", "H", "H", "H", "H", "H", "H", "H", "H", "H", "H", "H", "H"],
  "positions_angstrom": [[-7.9016, -2.5521, -1.2798], [-7.6768, -1.1986, -0.9830], [-6.7405, -0.9567, 0.0485], [-5.2893, -1.1977, -0.3909], [-4.3230, -0.7911, 0.7251], [-4.5348, 0.5838, 1.1044], [-3.7053, 1.6168, 0.8051], [-4.0365, 2.7788, 0.9531], [-2.3356, 1.2532, 0.3289], [-1.9074, 1.6759, -0.9258], [-0.6268, 1.4051, -1.3536], [0.2738, 0.7241, -0.5292], [1.4966, 0.5021, -1.0689], [2.5394, -0.0647, -0.2869], [3.1180, 0.9501, 0.7048], [3.7862, 2.1009, -0.0569], [4.8029, 1.6835, -0.9955], [6.1405, 1.4578, -0.4842], [6.4242, 0.1259, 0.1749], [7.0673, -0.8969, -0.5205], [7.2984, -2.1027, 0.1180], [6.8852, -2.2522, 1.4330], [6.2619, -1.1755, 2.0430], [6.0397, -0.0228, 1.4373], [4.2898, 0.7053, -1.9268], [3.6270, -0.5126, -1.2665], [-0.1465, 0.3221, 0.7361], [-1.4402, 0.5841, 1.1522], [-5.8829, 0.8619, 1.5526], [-6.8986, 0.5049, 0.4700], [-8.7376, -2.5756, -1.9763], [-8.1651, -3.1183, -0.3773], [-7.0315, -3.0231, -1.7508], [-6.9672, -1.6149, 0.9072], [-5.1301, -2.2489, -0.6359], [-5.0925, -0.6008, -1.2835], [-3.2942, -0.9274, 0.3913], [-4.4949, -1.4256, 1.6041], [-2.5894, 2.2186, -1.5627], [-0.2880, 1.7179, -2.3288], [2.1586, -0.9485, 0.2488], [3.8548, 0.4527, 1.3362], [2.3258, 1.3538, 1.3371], [4.2275, 2.8044, 0.6507], [3.0192, 2.6286, -0.6358], [6.3447, 2.2491, 0.2407], [6.8284, 1.5755, -1.3301], [7.3803, -0.7450, -1.5427], [7.7948, -2.9117, -0.3989], [7.0468, -3.1738, 1.9700], [5.9236, -1.2318, 3.0702], [5.1017, 0.3791, -2.5803], [3.5347, 1.2092, -2.5391], [4.3632, -1.1026, -0.7197], [3.1801, -1.1423, -2.0372], [0.5200, -0.1950, 1.4084], [-1.7508, 0.2741, 2.1399], [-5.9358, 1.9253, 1.7914], [-6.0776, 0.2760, 2.4586], [-7.9121, 0.6736, 0.8326], [-6.7425, 1.1345, -0.4065]],
  "lumo_energy_ev": 0.723,
  "multiplicity": 1,
  "smiles": "COC1CCN(C(=O)c2ccc(OC3CCN(Cc4ccccn4)CC3)cc2)CC1"
}

=====

#2
{
  "formula": "C24H31N3O3",
  "method": "the ωB97M-V functional and the def2-TZVPD basis",
  "species": ["C", "O", "C", "C", "C", "C", "C", "N", "C", "C", "N", "C", "C", "C", "O", "N", "C", "C", "C", "C", "C", "C", "C", "C", "C", "C", "C", "C", "O", "C", "H", "H", "H", "H", "H", "H", "H", "H", "H", "H", "H", "H", "H", "H", "H", "H", "H", "H", "H", "H", "H", "H", "H", "H", "H", "H", "H", "H", "H", "H", "H"],
  "positions_angstrom": [[7.2737, 2.2396, 1.8636], [6.3755, 2.2476, 0.7839], [5.5623, 1.1660, 0.6134], [5.5414, 0.0457, 1.4235], [4.6672, -1.0023, 1.1614], [3.8107, -0.9475, 0.0815], [2.8657, -2.0729, -0.2403], [1.5391, -1.5719, -0.5570], [0.6768, -2.6019, -1.1004], [-0.6480, -1.9669, -1.5376], [-1.3321, -1.2244, -0.5011], [-2.3318, -1.9142, 0.2951], [-1.8376, -2.8527, 1.4017], [-3.2372, -0.8428, 0.9305], [-3.2647, -0.6612, 2.1324], [-3.9849, -0.1184, 0.0612], [-4.0061, -0.3100, -1.3875], [-4.8465, 0.8438, -1.9572], [-5.4020, 1.5029, -0.7302], [-6.3009, 2.5412, -0.6313], [-6.6580, 2.9983, 0.6309], [-6.1128, 2.4189, 1.7636], [-5.2061, 1.3722, 1.6743], [-4.8574, 0.9183, 0.4140], [-0.4251, -0.3250, 0.1839], [0.9029, -0.9657, 0.5998], [3.8269, 0.1772, -0.7418], [4.6815, 1.2329, -0.4903], [4.7593, 2.3717, -1.2357], [3.8975, 2.5010, -2.3374], [7.8136, 3.1834, 1.8033], [6.7508, 2.1839, 2.8246], [7.9863, 1.4108, 1.7909], [6.2010, -0.0276, 2.2732], [4.6674, -1.8638, 1.8128], [3.2342, -2.6051, -1.1250], [2.8431, -2.7925, 0.5987], [1.1630, -3.0423, -1.9756], [0.4964, -3.4104, -0.3688], [-1.3158, -2.7349, -1.9335], [-0.4187, -1.2556, -2.3417], [-2.9389, -2.5005, -0.4070], [-2.6939, -3.3378, 1.8645], [-1.1807, -3.6174, 0.9963], [-1.3187, -2.2894, 2.1718], [-2.9844, -0.3111, -1.7688], [-4.4661, -1.2774, -1.6182], [-5.6368, 0.4852, -2.6177], [-4.2310, 1.5456, -2.5239], [-6.7196, 2.9901, -1.5199], [-7.3632, 3.8102, 0.7264], [-6.3969, 2.7841, 2.7392], [-4.7837, 0.9231, 2.5566], [-0.9253, 0.0912, 1.0587], [-0.2000, 0.4937, -0.5111], [1.5656, -0.1908, 0.9912], [0.7396, -1.7117, 1.3967], [3.1393, 0.1996, -1.5710], [4.0798, 1.7226, -3.0862], [4.1189, 3.4754, -2.7704], [2.8458, 2.4699, -2.0331]],
  "lumo_energy_ev": 0.657,
  "multiplicity": 1,
  "smiles": "COc1ccc(CN2CCN([C@@H](C)C(=O)N3CCc4ccccc43)CC2)cc1OC"
}

=====

Taking the most stable structure as the zero point, the relative energies in kcal/mol are #1 0.0; #2 11.1.

=====

#1
{
  "formula": "C4H7FeO",
  "method": "the ωB97M-V functional and the def2-TZVPD basis",
  "species": ["C", "C", "C", "O", "Fe", "H", "H", "H", "H", "C", "H", "H", "H"],
  "positions_angstrom": [[-1.1473, 0.3780, 0.9479], [0.3795, 0.3865, 1.1285], [1.0259, 1.5218, 0.4462], [2.0575, 1.4504, -0.2240], [3.2879, 0.3506, -0.9918], [-1.5524, 1.3650, 1.2449], [0.8485, -0.5613, 0.8377], [-1.3995, 0.2223, -0.1121], [0.6196, 0.6622, 2.1920], [-1.7214, -0.6999, 1.7927], [-1.3479, -0.8796, 2.8021], [-2.6068, -1.2392, 1.4599], [0.5583, 2.5198, 0.5334]],
  "lumo_energy_ev": [-12.140, -12.890],
  "s2": 8.759,
  "multiplicity": 6,
  "charge": 2
}

=====

#2
{
  "formula": "C4H7FeO",
  "method": "the ωB97M-V functional and the def2-TZVPD basis",
  "species": ["C", "C", "C", "O", "Fe", "H", "H", "H", "H", "C", "H", "H", "H"],
  "positions_angstrom": [[-1.2336, 0.4954, 0.8296], [0.2849, 0.3372, 0.9622], [1.0428, 1.4977, 0.4646], [2.1380, 1.4251, -0.1198], [3.2844, 0.3262, -1.0147], [-1.5549, 1.4831, 1.2067], [0.6680, -0.5942, 0.5285], [-1.5542, 0.3127, -0.2053], [0.6332, 0.7549, 2.0303], [-1.6204, -0.6019, 1.7520], [-1.3396, -0.5709, 2.8058], [-2.2493, -1.4145, 1.3926], [0.5796, 2.5064, 0.4809]],
  "lumo_energy_ev": [-12.068, -12.783],
  "s2": 8.760,
  "multiplicity": 6,
  "charge": 2
}

=====

Taking the most stable structure as the zero point, the relative energies in kcal/mol are #1 0.0; #2 15.3.